The following is a DFT calculation (ωB97M-V with the def2-TZVPD basis set) of a structure of composition C46H48BrF6MnN2O5PS at a distorted geometry.

```
! RIJCOSX wB97M-V def2-TZVPD def2/J DEFGRID3
* xyz -2 6
Mn 1.548 1.802 -0.518
O 3.905 5.907 -1.208
S 3.700 4.504 -0.885
O 4.388 3.557 -1.728
N 2.166 4.126 -0.813
C 1.197 5.034 -0.437
C 1.316 6.353 -0.036
C 0.190 7.147 0.268
C -1.097 6.746 0.163
C -1.277 5.413 -0.243
C -2.578 4.856 -0.371
C -2.702 3.506 -0.586
C -1.556 2.721 -0.676
N -0.349 3.197 -0.683
C -0.184 4.539 -0.485
C 4.225 4.158 0.770
C 4.056 5.056 1.805
C 4.156 4.635 3.121
C 4.484 3.343 3.459
C 4.729 2.459 2.390
C 4.659 2.852 1.093
H 2.254 6.828 0.074
H 0.361 8.206 0.556
H -1.954 7.388 0.434
H -3.481 5.451 -0.231
H -3.698 3.063 -0.594
H -1.641 1.678 -0.764
H 3.758 6.054 1.544
H 3.894 5.294 3.933
H 4.513 3.055 4.488
H 4.863 1.380 2.543
H 4.782 2.086 0.285
F 0.166 0.341 -0.943
F 5.326 -0.505 -5.787
C 4.959 -0.039 -4.589
C 5.605 -0.524 -3.470
F 6.736 -1.318 -3.637
C 5.112 -0.201 -2.243
F 5.752 -0.520 -1.102
C 3.872 0.519 -2.056
O 3.419 0.780 -0.879
C 3.280 1.014 -3.273
F 2.190 1.756 -3.150
C 3.817 0.735 -4.496
F 3.185 1.179 -5.631
C -3.990 -6.774 -0.215
C -3.241 -6.633 -1.558
C -2.075 -5.586 -1.444
C -2.470 -4.457 -0.468
C -2.555 -5.070 0.949
C -2.970 -6.528 0.923
P -1.165 -3.136 -0.549
C -1.570 -2.234 -2.219
C -0.419 -2.324 -3.169
C -0.652 -1.262 -4.275
C -2.085 -1.200 -4.802
C -2.852 -2.423 -4.413
C -2.901 -2.601 -2.905
C -1.811 -1.842 0.678
C -3.253 -1.405 0.388
C -3.945 -0.917 1.678
C -3.007 -0.044 2.469
C -1.822 -0.870 2.974
C -1.509 -2.140 2.139
H -4.517 -7.728 -0.100
H -4.784 -6.007 -0.134
H -3.884 -6.354 -2.395
H -2.814 -7.584 -1.861
H -1.876 -5.192 -2.406
H -1.125 -5.968 -1.055
H -3.446 -4.098 -0.799
H -3.298 -4.478 1.507
H -1.591 -4.955 1.462
H -3.471 -6.761 1.882
H -2.151 -7.257 0.867
H -1.601 -1.201 -1.899
H -0.404 -3.338 -3.604
H 0.516 -2.175 -2.652
H 0.116 -1.432 -5.065
H -0.357 -0.294 -3.847
H -2.059 -1.004 -5.878
H -2.583 -0.375 -4.260
H -2.392 -3.285 -4.855
H -3.902 -2.380 -4.798
H -3.198 -3.650 -2.655
H -3.684 -2.005 -2.481
H -1.201 -0.989 0.389
H -3.795 -2.230 -0.019
H -3.256 -0.588 -0.366
H -4.266 -1.790 2.228
H -4.904 -0.391 1.479
H -3.535 0.427 3.291
H -2.643 0.816 1.892
H -2.042 -1.127 3.997
H -0.935 -0.235 3.070
H -2.024 -2.998 2.542
H -0.459 -2.425 2.257
Br 2.361 -0.989 2.115
C 1.962 -0.082 3.736
C 2.329 -0.754 4.894
C 2.211 -0.124 6.144
C 1.771 1.208 6.187
C 1.354 1.824 5.014
C 1.460 1.194 3.754
C 0.900 1.972 2.552
O -0.183 2.521 2.709
O 1.641 1.923 1.524
H 2.714 -1.742 4.767
H 2.542 -0.622 7.055
H 1.781 1.708 7.170
H 0.972 2.845 5.051
*
```

Results
* HOMO-LUMO gap (alpha / beta): 6.43 / 6.50 eV
* HOMO (alpha / beta): -2.5851 / -2.6510 eV
* ΔE to the lowest compared entry with this formula, charge and spin: 0.000 eV
* strongest force on any atom: 0.0431 Eh/bohr
* calculated total energy: -199495.3736 eV